The following is a quantum chemistry calculation of C35H44IrN6O2S as an isolated structure, from the Open Molecules 2025 dataset.

```
89
Properties=species:S:1:pos:R:3:forces:R:3:mulliken_charge:R:1
Ir 0.734560 -0.612543 -0.209944 0.12 0.74 0.26 0.185
C 3.795755 0.177160 2.804595 0.05 0.03 -0.02 -1.188
N 2.400430 -0.163885 2.596789 -0.05 0.03 0.15 1.213
C 2.028599 -1.395585 3.266577 -0.01 -0.03 0.02 -1.203
C 1.524861 0.936115 2.861248 0.06 -0.05 0.09 -0.044
C 1.223102 1.334111 4.161755 0.00 -0.07 0.01 -0.289
C 0.421518 2.434877 4.410346 -0.03 0.03 -0.05 -0.841
C -0.089051 3.161227 3.339402 0.01 -0.04 0.04 -0.915
C 0.192588 2.765781 2.044963 -0.02 -0.03 -0.02 -0.252
C 0.995181 1.650491 1.786498 0.01 0.10 0.00 -1.154
N 1.233434 1.265027 0.457924 -0.16 -0.12 -0.30 1.202
C 1.858960 2.112361 -0.415798 0.06 0.07 0.01 0.301
C 2.590833 3.255692 -0.073281 -0.02 0.03 0.00 -0.644
C 3.234567 3.984377 -1.061813 0.01 -0.02 -0.04 -0.834
C 3.166263 3.608284 -2.397419 -0.02 0.00 0.06 -0.946
C 2.425389 2.483172 -2.748284 0.04 -0.01 0.00 -0.481
C 1.797890 1.749022 -1.765470 -0.12 -0.06 -0.02 0.607
N 0.895162 0.624689 -2.015697 0.12 0.07 -0.07 0.499
C -0.469826 1.203951 -2.211606 -0.02 0.01 0.01 -0.617
C 1.248758 -0.161850 -3.211064 -0.03 0.06 -0.03 -0.714
H 4.050099 0.321171 3.867000 -0.02 0.00 0.00 0.341
H 4.032196 1.096970 2.268260 0.00 -0.01 -0.02 0.285
H 4.425159 -0.622326 2.407492 0.00 0.00 0.01 0.328
H 2.197441 -1.373057 4.354452 0.02 0.00 -0.01 0.328
H 2.620528 -2.215943 2.853417 0.01 0.00 -0.02 0.276
H 0.976852 -1.615026 3.084027 0.01 0.03 0.01 0.393
H 1.639784 0.770776 4.988703 -0.01 0.01 0.01 0.366
H 0.201880 2.729806 5.428141 0.00 0.00 0.00 0.412
H -0.717345 4.025253 3.513876 0.00 0.00 0.01 0.425
H -0.212112 3.311983 1.200761 0.00 0.01 0.01 0.467
H 2.659473 3.555332 0.964475 0.00 0.01 -0.01 0.469
H 3.810461 4.857052 -0.779675 -0.01 0.00 0.00 0.406
H 3.674536 4.182916 -3.159157 0.01 0.00 0.00 0.415
H 2.347517 2.191694 -3.787576 0.00 -0.01 0.00 0.375
H -0.453292 1.843969 -3.097227 0.01 0.01 0.00 0.411
H -0.714826 1.807721 -1.339105 -0.02 0.00 0.00 0.179
H -1.185647 0.394642 -2.327713 0.02 0.02 0.00 0.099
H 1.089026 0.424012 -4.119787 0.01 0.02 0.00 0.455
H 0.609571 -1.041429 -3.238361 0.03 0.01 -0.02 -0.346
H 2.296066 -0.449024 -3.149954 0.00 -0.02 0.00 0.356
C -2.326452 -0.695130 2.120362 0.00 -0.02 0.00 -1.506
C -2.037089 -2.169421 2.067392 -0.01 0.00 0.00 1.481
C -2.860070 -3.066591 2.736557 -0.01 -0.01 -0.04 -0.833
C -2.604262 -4.427255 2.712774 0.01 0.00 0.00 -0.853
C -1.512469 -4.919056 2.008948 0.03 0.00 0.02 -0.864
C -0.671875 -4.068873 1.309686 -0.01 -0.01 0.07 0.595
C 0.501352 -4.589211 0.533246 -0.05 0.02 0.00 -0.781
C -0.948535 -2.688749 1.344236 0.17 0.18 0.34 0.053
N -0.128636 -1.830632 0.656194 -0.34 -0.63 -0.36 0.699
H -3.397574 -0.518233 2.017417 0.00 0.00 0.03 0.515
H -1.815248 -0.149228 1.330039 -0.02 0.00 -0.01 -0.048
H -2.008586 -0.271308 3.076226 0.04 0.01 -0.01 0.365
H -3.715050 -2.685541 3.282747 0.00 0.00 0.00 0.476
H -3.255304 -5.109085 3.244612 0.00 0.00 0.00 0.410
H -1.310735 -5.983402 1.995851 0.00 -0.01 0.00 0.409
H 0.633921 -5.655773 0.713861 0.00 0.01 -0.01 0.534
H 1.420534 -4.069399 0.813305 0.00 0.01 -0.02 0.070
H 0.340107 -4.425924 -0.534411 0.02 0.01 -0.03 0.002
N 2.313466 -3.034403 -2.037779 -0.08 -0.04 0.07 -0.001
C 3.226873 -2.405670 -1.346721 0.07 0.03 -0.04 0.974
N 4.507935 -2.823566 -1.407185 -0.02 0.01 -0.03 -0.473
S 2.961345 -1.056937 -0.298632 0.12 -0.28 0.03 -0.696
H 2.587198 -3.841067 -2.579522 -0.01 0.00 0.00 0.253
H 1.264823 -2.843538 -2.061031 0.05 0.03 -0.07 -0.143
H 4.793961 -3.549888 -2.039577 0.00 -0.01 0.01 0.182
H 5.215060 -2.320202 -0.902484 0.00 0.01 -0.01 0.229
C -5.777661 -5.281531 -5.160601 0.00 0.00 0.00 -1.521
C -4.620103 -4.602293 -4.478189 0.00 0.00 0.00 0.621
C -4.555208 -4.514401 -3.094140 -0.02 0.01 -0.01 -0.933
C -3.508284 -3.864925 -2.449217 0.00 0.00 0.00 0.657
C -3.485891 -3.776837 -0.945564 0.01 -0.01 -0.04 -0.856
C -2.482666 -3.310166 -3.216868 -0.02 -0.05 0.03 0.169
C -2.524128 -3.386773 -4.611174 0.00 0.01 0.01 0.796
C -1.459234 -2.745625 -5.464279 -0.01 -0.01 0.00 -1.646
C -3.597198 -4.026947 -5.220454 0.01 -0.02 0.02 -0.758
C -1.334981 -2.604372 -2.526400 0.06 0.05 -0.13 0.815
O -0.190946 -3.142866 -2.637305 0.03 -0.07 0.12 -1.060
O -1.582995 -1.538918 -1.936275 -0.07 -0.03 0.03 -0.909
H -6.334268 -5.906905 -4.462827 0.00 0.00 0.00 0.357
H -5.437178 -5.910985 -5.983911 0.00 0.00 0.00 0.373
H -6.472485 -4.547940 -5.575694 0.00 0.00 0.00 0.284
H -5.343872 -4.960039 -2.496136 0.00 0.00 0.00 0.311
H -4.384812 -4.221711 -0.518890 0.01 -0.01 0.00 0.351
H -3.416776 -2.737751 -0.623068 -0.01 -0.01 0.00 0.186
H -2.619851 -4.298320 -0.528784 -0.05 0.03 -0.04 0.061
H -0.476479 -2.851365 -5.009256 0.01 -0.01 0.00 0.200
H -1.660912 -1.677939 -5.589880 0.02 0.00 0.02 0.310
H -1.436101 -3.195271 -6.457269 -0.02 0.01 0.00 0.430
H -3.629456 -4.083561 -6.304444 0.00 0.00 0.00 0.386
```
Positions in Å, forces in eV/Å.

Properties
- Gap between HOMO and LUMO (alpha / beta): 6.7 / 5.8 eV
- 2S+1: 2
- Energy above the lowest of the compared OMol25 structures with the same formula, charge and spin: 0.000 eV
- <S²>: 0.7729

***

The following is a quantum chemistry calculation of a 9-piece molecular cluster, C35H44N8O3 overall in a non-equilibrium geometry, from the Open Molecules 2025 dataset.

```
90
Properties=species:S:1:pos:R:3:forces:R:3:mulliken_charge:R:1
C 0.888529 1.434142 3.703696 -1.33 0.03 1.00 -0.169
C 2.066274 1.198831 2.879584 0.96 0.15 -2.64 1.233
O 2.814155 0.158488 3.527698 -0.19 -1.15 0.54 -0.426
C 1.920075 -0.570065 4.258483 -1.61 3.09 -0.64 0.598
O 1.999567 -1.653490 4.712583 0.88 -0.96 0.37 -0.601
O 0.780959 0.196312 4.392155 0.47 -1.36 0.90 -0.382
H -0.031069 1.477361 3.119072 0.17 0.56 -0.08 0.030
H 0.973228 2.269973 4.403889 -0.07 -0.17 0.08 0.283
H 2.714069 2.056490 2.710723 0.01 -0.13 0.09 0.262
H 1.693802 0.828366 1.897110 0.69 0.07 0.51 -0.867
N 1.984362 2.236604 -3.251931 -0.91 -1.02 -0.27 0.019
C 2.283842 1.111818 -4.004263 1.41 0.90 0.02 -0.776
C 1.147907 0.489585 -4.364491 -1.57 -0.09 0.19 -0.592
C 0.052718 1.201294 -3.752893 -0.31 0.06 -0.68 0.045
C 0.599684 2.281883 -3.099333 0.33 0.19 -0.15 -0.727
H 2.660169 2.911911 -2.930716 -0.25 -0.07 0.02 0.320
H 3.308907 0.904729 -4.283743 -0.14 0.01 0.08 0.415
H 1.005773 -0.323612 -5.058227 0.32 -0.17 0.21 0.468
H -1.019097 0.950094 -3.941168 1.12 0.47 0.53 0.433
H 0.143936 3.133146 -2.611849 0.04 -0.29 0.07 0.409
N -3.605324 3.005338 0.480065 -0.45 -0.36 2.06 0.125
C -3.325723 2.947014 -0.842622 0.43 0.26 0.05 -0.877
C -2.181285 3.699648 -1.012616 -0.23 0.84 0.92 -0.565
C -1.807880 4.245376 0.280413 -1.14 -1.37 -1.12 -0.288
C -2.695745 3.732191 1.194551 0.87 1.10 -0.53 -1.026
H -4.371800 2.600406 0.979386 -0.34 -0.41 -0.40 0.249
H -3.962960 2.329626 -1.465356 0.30 0.33 -0.22 0.542
H -1.718039 4.019385 -1.916877 0.11 -0.23 -0.57 0.820
H -0.983799 4.878152 0.457558 0.63 0.55 0.23 0.829
H -2.697998 3.960214 2.263469 -0.52 -0.50 -0.49 0.391
N -4.075559 -3.650772 -0.795394 -0.02 -0.99 1.32 0.074
C -3.416402 -3.627946 0.428449 -0.01 0.71 -1.04 -0.170
C -3.844649 -4.678753 1.193699 0.11 0.91 0.10 -0.580
C -4.814234 -5.357330 0.421164 -1.25 -1.20 0.62 -0.655
C -4.944932 -4.721728 -0.782972 -0.16 0.48 -0.71 -0.418
H -3.898054 -3.039115 -1.571052 -0.04 0.11 -0.08 0.255
H -2.758761 -2.795761 0.645044 0.13 -0.24 0.05 0.472
H -3.583922 -4.766740 2.243893 -0.06 -0.41 -0.32 0.397
H -5.463392 -6.177265 0.796804 0.71 0.66 -0.54 0.329
H -5.645439 -4.868618 -1.618154 0.59 -0.10 0.58 0.372
N -3.806913 -0.653005 -1.624472 1.15 0.54 1.27 0.576
C -5.115933 -0.478996 -1.964654 0.27 -0.50 -0.67 -0.729
C -5.231250 -0.865512 -3.274231 0.57 -0.33 -0.05 -0.478
C -3.936246 -1.283802 -3.729355 -1.53 0.35 -0.35 -0.636
C -3.087705 -1.124371 -2.694467 0.01 0.31 0.98 -0.844
H -3.307553 -0.367639 -0.757200 -0.87 -0.37 -0.94 -0.065
H -5.882997 -0.257359 -1.265942 -0.27 0.38 0.50 0.484
H -6.113864 -0.945690 -3.867620 -0.46 0.15 -0.07 0.475
H -3.787513 -1.606480 -4.732395 0.53 -0.29 -0.35 0.473
H -2.056645 -1.297694 -2.527899 0.81 -0.11 -0.24 0.628
N 5.415163 0.252271 0.966394 0.91 0.77 0.93 0.070
C 6.133315 0.867170 -0.055885 -0.40 -0.55 -0.28 -0.890
C 5.455373 0.535096 -1.224857 -1.30 -0.30 1.79 -0.593
C 4.276852 -0.230149 -0.823894 0.02 1.02 -1.54 -0.174
C 4.298736 -0.338950 0.520741 -1.38 -1.11 0.78 -0.025
H 5.597606 0.205000 1.954169 0.56 0.45 -0.07 0.264
H 7.014760 1.508200 0.130028 -0.72 -0.78 -0.09 0.356
H 5.568236 0.899070 -2.210982 0.60 0.25 -0.68 0.424
H 3.405912 -0.436455 -1.448529 0.53 -0.28 0.04 0.563
H 3.553367 -0.794756 1.229328 1.09 0.62 -0.92 -0.032
N 2.325390 2.601822 -0.004502 0.56 0.40 -1.24 0.749
C 3.474826 3.279223 0.392635 -1.61 -0.52 0.75 -0.487
C 3.080728 4.198654 1.338161 -0.79 -0.15 -0.77 -1.355
C 1.632268 4.165856 1.377749 0.41 1.22 1.35 -0.331
C 1.216924 3.213456 0.516385 -0.26 -0.97 -0.20 -0.452
H 2.315538 1.936421 -0.781620 -0.11 0.30 0.63 0.026
H 4.416435 2.972242 0.005797 0.55 -0.11 -0.03 0.508
H 3.728819 4.847467 1.877385 0.27 0.36 0.27 0.488
H 0.956637 4.764247 2.026727 0.76 -0.45 -0.65 0.452
H 0.201612 2.904702 0.292463 0.44 -0.16 -0.04 0.310
N 1.904602 -3.327776 2.459975 0.19 0.94 1.71 0.141
C 0.640836 -3.849902 2.582152 1.35 -0.45 -1.41 -1.179
C 0.328239 -4.402037 1.376263 0.52 -0.17 -1.73 0.087
C 1.449743 -4.167572 0.490090 0.38 0.41 0.21 -0.567
C 2.415030 -3.443348 1.224790 -1.42 -1.89 -1.34 -0.961
H 2.379346 -2.830163 3.206741 -0.28 -0.27 0.00 0.337
H 0.149275 -3.909309 3.496157 -0.68 0.22 1.36 0.555
H -0.582291 -4.897305 1.039486 0.24 0.16 0.47 0.541
H 1.539583 -4.482361 -0.561690 -0.11 0.26 0.77 0.426
H 3.403741 -3.109158 0.976810 0.10 0.06 -0.07 0.584
N 0.553211 -1.085664 0.466211 0.92 -0.96 -0.09 0.867
C 0.268405 -0.276651 -0.590247 -1.06 0.95 0.10 -1.676
C -0.861124 0.450280 -0.227479 0.25 0.56 -0.76 0.995
C -1.267913 -0.031077 1.026008 -1.28 0.59 1.81 -1.019
C -0.349533 -0.950095 1.441247 -1.34 -0.79 1.39 -0.479
H 1.108742 -1.917522 0.581779 0.75 -0.04 -1.05 0.179
H 0.745280 -0.167391 -1.549040 0.63 -0.44 0.18 0.486
H -1.250447 1.330683 -0.760534 0.08 -0.82 0.16 0.213
H -2.116715 0.226600 1.686799 0.50 0.21 -0.80 0.276
H -0.391812 -1.657489 2.309211 0.24 1.07 -1.08 0.189
```
Positions in Å, forces in eV/Å.

Properties
- Gap between HOMO and LUMO: 8.5 eV

***

Number 1: energy -2341.627791 Ha. Number 2: energy -2023.771864 Ha.